No. 1
The following is a DFT calculation (ωB97M-V/def2-TZVPD) of C3H2FeO3 as an isolated structure.

```
! RIJCOSX wB97M-V def2-TZVPD def2/J DEFGRID3
* xyz 3 6
C -0.05760 -0.47988 -0.67049
C -0.13142 0.23612 0.55663
O 1.17222 0.39389 1.24731
C 0.56069 -0.41350 1.99844
O 0.55921 -1.11924 2.92165
O -0.92305 -0.32590 -1.55664
H 0.75726 -1.21139 -0.79642
H -0.81844 1.07129 0.70162
Fe -1.44308 -0.83278 -3.19070
*
```

Results
HOMO energy (spin up / spin down) = -26.254 / -27.392 eV
relative energy (zero: lowest compared OMol25 entry of this formula, charge and spin) = 189.1 kJ/mol

=====

No. 2
The following is a DFT calculation (ωB97M-V/def2-TZVPD) of C22H45N3 as an isolated structure.

```
! RIJCOSX wB97M-V def2-TZVPD def2/J DEFGRID3
* xyz 0 1
C 2.68785 5.16655 -1.29339
H 2.48505 6.12452 -0.93911
C 2.14426 3.91980 -0.57800
C 0.75718 4.13580 -0.25179
C 0.35902 3.10227 0.53329
H -0.71542 3.33537 1.13937
H 0.90363 2.98805 1.70518
C 0.17904 1.56938 -0.13307
N 0.16019 0.41273 0.79640
H -0.59867 0.68387 1.54896
C 1.32318 -0.13431 1.44353
C 1.27548 -1.32988 2.22621
C 2.57307 -1.61685 2.65462
C 2.25318 -3.10027 3.64718
C 3.90299 -3.19064 3.80598
H 4.10014 -3.96404 4.65185
C 4.37051 -3.03913 2.47552
H 5.41941 -2.84076 2.52864
H 4.24857 -4.32336 1.95871
C 3.40101 -2.26148 1.81329
H 4.11361 -1.43871 1.23313
H 2.90439 -2.82252 1.09565
C 4.08179 -1.90299 4.56579
H 5.12582 -1.57437 4.57309
H 4.01148 -2.02511 5.41094
C 3.16907 -0.85065 3.67213
H 3.84815 0.09528 3.17275
H 2.48183 -0.48696 4.36891
H 1.90057 -3.81852 3.20381
H 1.67459 -2.80260 4.55580
H 0.65473 -2.06796 1.58152
H 0.61156 -0.97181 2.98815
H 1.95817 -0.18824 0.52448
H 1.90290 0.95609 1.96602
C -1.14698 1.63432 -0.87483
N -1.28028 0.22091 -1.71710
H -0.68513 -0.41206 -1.33991
C -2.62635 0.04677 -2.07880
C -2.16938 -0.80703 -3.55267
N -3.35811 -1.13675 -4.21821
H -4.06213 -1.57958 -3.84648
C -3.09997 -1.53307 -5.42929
H -3.89693 -1.67191 -6.15374
H -2.35828 -2.28394 -5.67029
H -2.38553 -0.81925 -6.22011
H -1.68051 -1.59975 -3.47228
H -1.55643 0.00592 -4.20397
H -3.05959 1.08539 -2.64027
C -3.31549 -0.86644 -1.33207
C -2.97691 -2.32412 -1.04857
H -3.37580 -2.82907 -2.11420
H -1.95156 -2.46971 -1.12432
H -3.61227 -2.74675 -0.50692
C -4.91747 -0.39029 -1.43530
C -5.41979 0.95513 -0.89910
H -5.29876 0.86004 0.30795
H -4.66146 1.69261 -1.41550
H -6.32071 0.98495 -0.99128
H -5.46142 -1.37751 -0.95104
H -5.34821 -0.43536 -2.40128
H -3.04308 -0.28379 -0.37646
H -2.14144 1.64020 -0.17054
H -1.25285 2.44007 -1.62170
H 0.99599 1.51307 -0.55952
H 0.57489 5.17278 0.31401
H 0.20705 4.20699 -1.14926
H 2.47427 3.15276 -0.93537
H 2.65302 3.90946 0.55754
H 2.34943 5.21300 -2.14868
H 3.53982 5.09344 -1.22597
*
```

Results
HOMO energy = -7.429 eV
relative energy (zero: lowest compared OMol25 entry of this formula, charge and spin) = 2461.4 kJ/mol

=====

No. 3
The following is a DFT calculation (ωB97M-V/def2-TZVPD) of a 3-piece molecular cluster, C30H61BF9N2O10P2S2 overall.

```
! RIJCOSX wB97M-V def2-TZVPD def2/J DEFGRID3
* xyz 1 1
C -0.43135 -4.79330 6.73934
C -0.94661 -4.10164 5.90459
N -1.49279 -3.52008 4.81281
C -0.73929 -2.38592 4.29554
C -0.11016 -2.53295 2.88337
C 1.36908 -2.13643 2.98317
C 1.51155 -0.63887 3.35840
C 1.54115 0.22626 2.06386
C 0.13838 0.78077 1.68358
N -0.35144 -3.90197 2.23536
S 0.08606 -3.63152 0.50715
C 0.56501 -4.90993 2.90189
C 1.87732 -5.27460 2.21574
C 1.78075 -6.43171 1.20849
F 2.12953 -7.56126 1.88703
F 0.49889 -6.63007 0.81372
C 2.79553 -6.29454 0.03550
F 2.93098 -5.02321 -0.37316
F 3.99143 -6.62607 0.54074
S 2.47218 -7.36539 -1.50654
F 3.19841 -6.28491 -2.42342
F 1.10499 -6.60169 -1.76459
F 1.78691 -8.48198 -0.63075
F 3.87292 -8.08409 -1.34750
F 2.20002 -8.24361 -2.78368
C -1.81803 -4.27310 2.37377
C -2.23492 -5.63195 1.76467
C -2.49728 -5.72724 0.24367
C -3.99974 -5.92878 -0.12522
B -2.88714 -3.21756 1.79564
O -4.20206 -3.49537 2.06584
O -2.59446 -2.08868 1.05600
C -2.84694 -2.11929 -0.34502
C -2.12224 -4.45642 3.88700
H -0.00599 -5.42948 7.47737
H -1.37000 -1.49113 4.29378
H 0.06063 -2.15806 4.99681
H -0.53605 -1.74305 2.26661
H 1.94931 -2.27180 2.07093
H 1.88822 -2.70993 3.75809
H 2.44111 -0.47468 3.89772
H 0.65967 -0.27136 3.92817
H 1.89459 -0.34554 1.20433
H 2.19586 1.07984 2.23044
H 0.20343 1.81767 1.35851
H -0.57987 0.69658 2.50070
H -0.28349 0.23167 0.83466
H 0.35192 -2.31240 0.49686
H 0.04326 -5.84685 3.08386
H 0.81914 -4.58826 3.91070
H 2.52216 -5.64630 3.01644
H 2.44630 -4.43427 1.82835
H -1.60819 -6.46897 2.07355
H -3.19539 -5.84120 2.23979
H -2.11944 -4.91324 -0.36998
H -2.00228 -6.62970 -0.11571
H -4.66827 -5.73179 0.71192
H -4.15498 -6.97626 -0.38736
H -4.25919 -5.36222 -1.01878
H -4.73846 -3.51140 1.26351
H -2.86613 -1.08924 -0.70382
H -2.08801 -2.64992 -0.92392
H -3.81998 -2.54761 -0.61205
H -1.78531 -5.46727 4.14444
H -3.19744 -4.48230 4.06929
O -2.91164 1.78594 -1.93538
P -2.77322 2.35662 -3.31809
O -1.10996 2.38353 -3.33442
C -0.40821 1.15065 -3.44276
C -0.50654 0.55014 -4.83428
O -3.06545 3.92357 -2.95711
C -3.83102 4.33110 -1.82036
C -2.91388 4.74269 -0.68896
O -2.77358 2.65712 -4.91604
C -3.16898 3.88164 -5.56497
C -2.00631 4.84169 -5.64112
H -0.78141 0.44496 -2.69088
H 0.63568 1.36574 -3.20884
H -1.53207 0.24659 -5.06085
H 0.13381 -0.32930 -4.91907
H -0.21040 1.27869 -5.58767
H -4.52577 3.55232 -1.51014
H -4.43069 5.18691 -2.13761
H -2.23744 3.93162 -0.41597
H -3.49013 5.02917 0.19147
H -2.29681 5.59053 -0.99072
H -4.04337 4.32237 -5.09292
H -3.47332 3.60177 -6.57478
H -1.61630 5.08895 -4.65620
H -2.31872 5.76244 -6.13466
H -1.18642 4.40096 -6.20985
O 1.39327 6.95866 0.91076
P 2.14849 6.93264 -0.36491
O 2.28293 5.37230 -0.80059
C 1.09678 4.65174 -1.14631
C 0.52543 5.07357 -2.48532
O 3.67166 7.22788 0.13608
C 3.96933 7.71011 1.44562
C 4.40631 6.57174 2.34182
O 2.37790 7.57616 -1.82102
C 3.52034 8.34215 -2.24108
C 4.61640 7.43304 -2.74355
H 0.35153 4.77170 -0.35378
H 1.37600 3.59765 -1.18146
H 0.15812 6.10356 -2.45069
H -0.30361 4.42354 -2.76080
H 1.28887 5.02883 -3.26304
H 3.12523 8.25095 1.86979
H 4.78703 8.42661 1.33628
H 3.64097 5.79667 2.39177
H 4.60862 6.93040 3.35206
H 5.31252 6.10766 1.94944
H 3.86275 9.01385 -1.45774
H 3.17324 8.97536 -3.05913
H 4.93852 6.72710 -1.98049
H 5.47670 8.02448 -3.05917
H 4.26304 6.84882 -3.59451
*
```

Results
HOMO energy = -11.441 eV

=====

| no. | electronic energy (eV) | maximum force (Eh/bohr) |
| --- | --- | --- |
| 1 | -43629.8074 | 0.09667 |
| 2 | -27989.5739 | 0.33932 |
| 3 | -120928.5102 | 0.15808 |